Here is a structure of composition C22H31N2O2OsSe2Si at a distorted geometry from the OMol25 dataset. Energies are from the ωB97M-V functional and the def2-TZVPD basis.

Calculated values
E_HOMO (alpha / beta) = -10.91 / -11.01 eV
Total energy = -6299.7203 Ha
Largest force on an atom = 0.0258 hartree/bohr
Energy above the lowest of the compared OMol25 structures with the same formula, charge and spin = 34.29 kJ/mol
Gap between HOMO and LUMO (alpha / beta) = 6.331 / 6.194 eV
E_LUMO (alpha / beta) = -0.1684 / -0.1769 Ha
Net charge = +1

Each line ends with the Mulliken charge.
Positions of all 61 atoms, in Å:
Os  -0.159  0.500  0.653  0.491
O  1.163  -0.417  1.925  -0.786
C  1.217  -1.707  2.104  0.459
C  2.052  -2.180  3.144  -0.459
C  2.163  -3.518  3.399  -0.437
C  1.476  -4.475  2.622  -0.746
C  0.695  -4.049  1.592  -0.979
C  0.531  -2.662  1.304  0.742
C  -0.291  -2.354  0.201  -0.431
N  -0.677  -1.162  -0.186  0.866
N  -1.521  -1.129  -1.301  -1.050
C  -1.803  0.100  -1.587  0.277
O  -1.317  1.113  -0.913  -0.326
C  -2.709  0.400  -2.719  0.478
C  -3.245  -0.643  -3.473  -0.344
C  -4.090  -0.367  -4.533  -0.732
C  -4.409  0.948  -4.847  -0.387
C  -3.879  1.988  -4.098  -0.774
C  -3.028  1.715  -3.037  -0.165
H  2.596  -1.447  3.725  0.484
H  2.797  -3.850  4.212  0.431
H  1.587  -5.530  2.831  0.442
H  0.177  -4.768  0.968  0.404
H  -0.673  -3.165  -0.411  0.449
H  -2.994  -1.664  -3.222  0.440
H  -4.503  -1.178  -5.119  0.415
H  -5.068  1.162  -5.679  0.405
H  -4.126  3.012  -4.343  0.420
H  -2.598  2.525  -2.467  0.364
C  -1.619  -1.901  3.615  -0.964
Se  -2.101  -0.392  2.495  0.187
C  -1.551  0.948  3.773  -0.780
C  -1.942  2.292  3.227  -0.834
Se  -0.908  2.632  1.617  0.233
C  -2.385  3.256  0.537  -0.985
H  -0.572  -1.847  3.896  0.234
H  -1.802  -2.811  3.050  0.340
H  -2.266  -1.870  4.488  0.480
H  -0.471  0.867  3.904  0.308
H  -2.030  0.737  4.729  0.547
H  -1.731  3.103  3.922  0.467
H  -2.995  2.334  2.954  0.445
H  -3.084  2.452  0.340  0.352
H  -1.973  3.634  -0.392  0.280
H  -2.840  4.065  1.105  0.481
C  1.954  -0.451  -2.282  -0.974
Si  2.758  0.610  -0.974  0.192
C  3.860  1.869  -1.788  -1.102
C  3.756  -0.427  0.210  -0.886
C  1.393  1.593  -0.078  -0.939
H  2.690  -1.134  -2.715  0.415
H  1.558  0.165  -3.093  0.306
H  1.131  -1.061  -1.902  0.269
H  4.688  1.373  -2.300  0.340
H  4.290  2.560  -1.059  0.334
H  3.319  2.460  -2.531  0.313
H  4.764  -0.556  -0.190  0.486
H  3.328  -1.420  0.360  0.186
H  3.843  0.049  1.189  0.291
H  1.001  2.330  -0.789  0.433
H  1.807  2.100  0.802  0.598

Forces on the atoms, in the same order (eV/Å):
0.08 -0.73 1.10
-0.28 0.33 -0.27
0.15 0.27 0.07
0.01 -0.11 -0.04
0.05 0.01 0.09
-0.01 0.02 -0.02
0.05 0.01 0.01
-0.08 -0.17 -0.08
-0.05 -0.08 0.17
-0.13 -0.36 -0.71
0.30 -0.25 0.40
-0.02 0.69 -0.25
-0.11 -0.28 -0.09
0.02 -0.17 0.03
-0.03 0.00 -0.01
-0.02 0.01 -0.01
0.01 -0.02 0.00
0.01 -0.01 0.02
0.01 0.06 -0.04
-0.02 0.01 -0.01
0.00 -0.01 -0.02
0.00 0.01 0.01
-0.01 0.02 0.00
0.05 -0.03 -0.02
0.01 0.01 0.00
0.01 0.00 0.01
-0.01 0.00 0.01
0.02 0.00 0.00
0.02 0.00 0.04
0.10 -0.15 -0.14
-0.01 0.07 -0.26
0.06 -0.01 0.32
-0.09 0.07 0.19
-0.02 0.67 0.03
-0.03 0.20 -0.05
-0.02 0.01 0.04
-0.01 0.00 0.02
-0.03 0.01 -0.01
-0.01 -0.06 0.01
-0.11 0.05 -0.03
0.07 -0.02 0.01
-0.01 -0.01 0.01
-0.01 -0.04 0.02
0.00 0.00 -0.04
-0.02 0.00 -0.05
-0.05 -0.07 -0.09
-0.01 -0.10 -0.05
0.07 0.18 -0.04
0.05 -0.05 0.12
-0.49 0.01 -0.34
0.00 0.04 -0.03
-0.01 -0.02 0.01
0.10 0.02 -0.05
-0.03 -0.01 0.01
-0.01 -0.02 -0.01
0.01 -0.01 0.03
-0.02 -0.03 0.00
0.00 0.01 0.00
0.02 -0.01 -0.02
0.15 0.13 0.08
0.32 -0.08 -0.07

---

Here is a structure of composition C22H31N3O6SV from the OMol25 dataset. Energies are from the ωB97M-V functional and the def2-TZVPD basis.

Calculated values
E_HOMO (alpha / beta) = -6.62 / -8.58 eV
Total energy = -2814.9176 Ha
Largest force on an atom = 0.0143 hartree/bohr
Energy above the lowest of the compared OMol25 structures with the same formula, charge and spin = 0.00 kJ/mol
Gap between HOMO and LUMO (alpha / beta) = 6.358 / 8.165 eV
E_LUMO (alpha / beta) = -0.0098 / -0.0151 Ha
Multiplicity = 4
<S²> = 3.760

Each line ends with the Mulliken spin population.
Positions of all 64 atoms, in Å:
V  -1.512  -0.617  -0.384  2.815
O  -1.232  -2.999  -0.647  0.009
C  -1.320  -3.662  0.612  0.016
C  -2.005  -2.804  1.674  0.007
N  -1.605  -1.380  1.723  -0.011
C  -0.399  -1.124  2.534  0.038
C  1.431  -1.271  0.678  0.001
O  2.044  0.085  0.932  0.014
O  0.488  -1.196  -0.280  -0.031
C  -2.753  -0.621  2.261  0.054
C  -3.904  -0.522  1.229  0.007
O  -5.026  -0.299  1.651  0.008
O  -3.539  -0.676  0.004  -0.042
H  -0.347  -2.532  -0.655  -0.006
H  -1.929  -4.557  0.475  0.001
H  -0.326  -3.997  0.916  -0.001
H  -3.070  -2.812  1.445  -0.007
H  -1.879  -3.264  2.665  0.002
H  -0.286  -0.038  2.589  -0.020
H  -0.580  -1.477  3.560  0.004
H  -3.132  -1.059  3.190  0.001
H  -2.417  0.391  2.494  -0.010
C  -1.904  3.778  0.077  0.003
C  -1.660  4.241  -1.205  0.022
C  -1.449  3.325  -2.213  -0.014
C  -1.464  1.967  -1.918  0.010
N  -1.665  1.522  -0.673  -0.041
C  -1.894  2.416  0.291  0.077
C  -1.311  0.924  -2.946  0.069
C  -1.119  1.195  -4.294  -0.007
C  -1.037  0.147  -5.190  0.026
C  -1.156  -1.149  -4.721  -0.006
C  -1.341  -1.343  -3.368  0.050
N  -1.415  -0.332  -2.498  -0.032
H  -2.100  4.454  0.898  0.000
H  -1.645  5.302  -1.418  0.002
H  -1.269  3.667  -3.221  0.000
H  -2.072  2.013  1.278  -0.005
H  -1.034  2.212  -4.647  0.000
H  -0.886  0.343  -6.243  0.002
H  -1.105  -1.999  -5.387  -0.001
H  -1.437  -2.334  -2.943  -0.004
C  4.069  2.881  0.024  0.000
C  3.605  2.480  1.420  0.000
C  2.094  2.507  1.619  0.007
S  1.104  1.353  0.638  -0.007
O  1.226  1.781  -0.765  0.013
C  0.903  -1.743  2.041  -0.012
C  2.638  -2.095  0.189  0.003
C  3.466  -2.832  1.237  0.001
H  5.158  2.932  -0.013  0.000
H  3.676  3.862  -0.253  0.000
H  3.726  2.171  -0.726  0.000
H  4.034  3.164  2.159  0.000
H  3.976  1.484  1.666  0.000
H  1.674  3.484  1.363  0.000
H  1.831  2.285  2.657  0.002
H  0.808  -2.830  2.020  0.000
H  1.663  -1.526  2.795  -0.002
H  3.283  -1.401  -0.350  -0.001
H  2.248  -2.796  -0.551  -0.003
H  3.861  -2.151  1.994  0.000
H  4.319  -3.316  0.760  0.000
H  2.898  -3.610  1.749  0.000

Forces on the atoms, in the same order (eV/Å):
-0.29 -0.65 0.20
-0.01 0.39 0.06
0.01 0.01 -0.04
0.01 0.02 -0.06
-0.01 0.15 -0.10
-0.08 0.07 0.02
-0.07 0.00 -0.05
0.15 -0.01 0.09
0.28 0.24 -0.15
0.04 -0.03 0.00
0.08 -0.05 -0.17
0.04 0.01 -0.01
0.00 0.14 0.14
-0.04 -0.22 0.07
0.00 -0.01 -0.02
-0.03 0.03 -0.01
-0.01 -0.01 0.01
0.01 -0.01 0.00
0.00 -0.05 0.00
0.00 -0.01 0.01
-0.01 -0.01 -0.01
-0.01 -0.01 0.03
-0.01 0.02 0.05
0.00 0.07 0.00
0.02 -0.06 -0.10
-0.08 0.26 0.04
-0.07 0.06 0.17
-0.04 -0.09 0.05
0.03 -0.02 -0.23
0.02 0.09 0.02
0.01 0.04 -0.07
0.00 -0.08 0.00
0.01 -0.04 0.07
0.04 -0.19 0.00
0.00 -0.01 0.00
-0.01 0.00 0.00
0.00 -0.02 0.00
0.00 0.01 0.00
0.01 0.00 0.02
0.00 0.00 0.00
0.00 0.00 0.01
-0.01 -0.01 0.00
-0.01 0.00 -0.01
-0.01 0.00 -0.01
0.09 -0.06 0.02
-0.21 0.12 -0.18
0.19 0.05 0.09
-0.02 -0.12 0.06
0.01 -0.02 0.00
0.06 0.06 0.01
0.00 0.00 0.00
0.00 0.00 0.01
0.00 0.00 0.01
0.00 -0.01 0.00
0.00 -0.02 0.00
-0.02 -0.03 0.00
0.01 0.01 0.00
0.02 0.06 0.00
-0.01 -0.02 0.00
-0.06 0.00 -0.09
-0.02 -0.07 0.07
-0.02 0.01 -0.02
0.00 0.00 0.01
0.00 0.01 0.00

---

Here is the molecule C22H31N5O2S at a distorted geometry from the OMol25 dataset. Energies are from the ωB97M-V functional and the def2-TZVPD basis.

Calculated values
E_HOMO = -8.15 eV
Structure (SMILES) = Cc1ccc(C)c(N2CCN(C(=O)CCC(=O)Nc3nnc(CC(C)C)s3)CC2)c1
Total energy = -1679.4071 Ha
Largest force on an atom = 0.0342 hartree/bohr
Energy above the lowest of the compared OMol25 structures with the same formula, charge and spin = 41.15 kJ/mol
Gap between HOMO and LUMO = 8.681 eV
E_LUMO = 0.0194 Ha

Each line ends with the Mulliken charge.
Positions of all 61 atoms, in Å:
C  -1.669  -4.202  0.372  -1.482
C  -2.640  -3.067  0.247  0.516
C  -4.001  -3.253  0.436  -0.842
C  -4.875  -2.189  0.301  -0.818
C  -4.426  -0.918  -0.020  0.830
C  -5.406  0.203  -0.202  -1.755
C  -3.050  -0.718  -0.195  -0.105
N  -2.595  0.575  -0.546  0.424
C  -2.530  1.521  0.555  -0.318
C  -2.411  2.942  -0.010  -0.858
N  -1.259  3.033  -0.875  0.070
C  -0.120  3.721  -0.678  1.055
O  0.822  3.647  -1.450  -0.647
C  0.001  4.607  0.563  -1.254
C  0.359  3.754  1.797  -0.726
C  1.088  2.497  1.368  0.364
O  0.606  1.387  1.462  -0.597
N  2.328  2.697  0.844  0.059
C  3.049  1.683  0.271  0.280
N  4.232  1.840  -0.215  -0.610
N  4.734  0.723  -0.728  -0.413
C  3.960  -0.297  -0.647  0.543
C  4.295  -1.653  -1.136  -0.809
C  4.285  -2.691  -0.002  0.809
C  5.366  -2.365  1.024  -1.410
C  4.490  -4.091  -0.573  -1.669
S  2.423  0.058  0.142  -0.079
C  -1.310  2.054  -1.944  -1.454
C  -1.382  0.653  -1.336  -0.360
C  -2.181  -1.795  -0.067  -0.225
H  -0.848  -3.930  1.034  0.348
H  -2.157  -5.090  0.765  0.362
H  -1.244  -4.444  -0.602  0.300
H  -4.382  -4.233  0.683  0.353
H  -5.935  -2.352  0.435  0.427
H  -5.628  0.689  0.749  0.279
H  -6.342  -0.178  -0.604  0.510
H  -5.000  0.946  -0.883  0.318
H  -3.434  1.439  1.159  0.501
H  -1.659  1.311  1.195  -0.024
H  -2.356  3.663  0.803  0.395
H  -3.301  3.160  -0.613  0.351
H  -0.904  5.185  0.742  0.400
H  0.810  5.307  0.346  0.478
H  -0.541  3.439  2.326  0.346
H  0.982  4.328  2.485  0.450
H  2.694  3.627  0.697  0.293
H  3.565  -1.946  -1.896  0.356
H  5.282  -1.612  -1.599  0.315
H  3.307  -2.650  0.490  0.218
H  6.350  -2.402  0.561  0.334
H  5.342  -3.081  1.843  0.426
H  5.221  -1.369  1.434  0.337
H  3.703  -4.339  -1.282  0.379
H  5.448  -4.155  -1.085  0.358
H  4.478  -4.830  0.225  0.412
H  -0.413  2.170  -2.553  0.543
H  -2.199  2.241  -2.554  0.288
H  -1.427  -0.094  -2.131  0.729
H  -0.476  0.488  -0.732  0.084
H  -1.120  -1.643  -0.196  0.615

Forces on the atoms, in the same order (eV/Å):
0.00 0.02 -0.05
-0.07 -0.04 0.03
0.08 -0.03 0.01
0.05 0.05 0.02
-0.06 0.03 0.02
0.02 -0.05 0.03
-0.10 -0.20 0.00
0.01 -0.04 -0.10
-0.08 0.30 0.14
-0.20 -0.17 0.39
-0.26 -0.18 -0.21
0.01 0.67 0.00
0.26 0.04 -0.08
0.08 -0.05 -0.18
-0.14 -0.09 -0.02
0.15 0.50 0.44
-0.18 -0.16 0.09
0.11 0.28 0.23
-0.16 -1.08 -0.15
-0.56 1.54 0.65
0.98 -0.97 -0.69
-0.82 0.09 0.22
-0.15 -0.31 0.15
0.25 -0.08 -0.15
-0.31 0.00 -0.03
-0.18 0.21 0.14
0.90 0.18 -0.31
0.34 -0.34 -0.25
0.03 0.22 -0.28
-0.07 0.09 0.03
0.08 -0.06 0.05
0.02 -0.08 0.03
0.06 -0.08 -0.02
-0.02 -0.11 0.02
-0.11 -0.01 -0.01
-0.05 0.11 0.03
-0.08 0.02 0.00
-0.03 0.09 -0.04
-0.02 0.03 -0.01
-0.16 0.04 -0.01
0.02 0.03 -0.02
0.02 0.02 0.12
0.03 0.02 0.05
-0.13 -0.07 -0.08
0.13 -0.05 -0.01
-0.04 -0.01 0.02
-0.10 -0.05 -0.02
0.07 -0.04 -0.08
-0.01 0.02 -0.04
0.03 -0.03 -0.01
0.15 0.00 -0.05
0.04 -0.06 0.10
0.06 0.10 0.09
-0.06 -0.08 -0.11
0.13 -0.04 -0.07
0.02 -0.13 0.04
-0.15 -0.01 0.06
0.03 -0.04 0.02
0.03 0.01 0.02
-0.05 -0.04 -0.10
0.16 0.05 -0.03

---

Here is the molecule C22H31N5O5 at a distorted geometry from the OMol25 dataset. Energies are from the ωB97M-V functional and the def2-TZVPD basis.

Calculated values
E_HOMO = -8.97 eV
Structure (SMILES) = CC(C)(C)OC(=O)N1CCN(C(=O)[C@H](Cc2ccc(O)cc2)n2cc(CCO)nn2)CC1
Total energy = -1506.9452 Ha
Largest force on an atom = 0.0237 hartree/bohr
Energy above the lowest of the compared OMol25 structures with the same formula, charge and spin = 167.72 kJ/mol
Gap between HOMO and LUMO = 9.258 eV
E_LUMO = 0.0106 Ha

Each line ends with the Mulliken charge.
Positions of all 63 atoms, in Å:
C  -2.934  -3.272  3.905  -1.729
C  -3.308  -3.471  2.435  1.531
C  -3.526  -4.953  2.134  -1.652
C  -4.547  -2.648  2.082  -1.575
O  -2.154  -2.972  1.714  -0.284
C  -2.129  -3.001  0.373  0.839
O  -3.012  -3.403  -0.348  -0.666
N  -0.934  -2.548  -0.109  0.156
C  0.028  -1.838  0.697  -1.452
C  -0.154  -0.324  0.511  0.013
N  -0.037  0.006  -0.892  0.220
C  0.808  0.861  -1.500  0.270
O  0.810  1.018  -2.707  -0.692
C  1.753  1.704  -0.627  -0.004
C  1.090  3.077  -0.377  -1.343
C  -0.166  2.914  0.428  0.315
C  -0.119  2.902  1.815  -0.574
C  -1.261  2.681  2.563  -0.566
C  -2.477  2.459  1.926  0.808
O  -3.622  2.212  2.615  -0.551
C  -2.536  2.481  0.535  -0.726
C  -1.390  2.710  -0.200  -0.266
N  3.011  1.858  -1.299  0.921
C  3.291  2.408  -2.501  0.607
C  4.658  2.268  -2.631  -0.495
C  5.566  2.665  -3.743  -0.681
C  6.558  1.535  -4.059  -0.512
O  7.463  1.308  -3.016  -0.580
N  5.109  1.655  -1.514  -0.397
N  4.125  1.412  -0.730  -1.051
C  -0.998  -0.718  -1.710  -0.752
C  -0.830  -2.226  -1.516  -1.169
H  -2.748  -2.220  4.104  0.373
H  -3.743  -3.616  4.542  0.435
H  -2.034  -3.834  4.140  0.395
H  -4.336  -5.335  2.749  0.472
H  -3.781  -5.089  1.087  0.368
H  -2.620  -5.516  2.352  0.370
H  -4.805  -2.791  1.037  0.351
H  -4.358  -1.591  2.258  0.316
H  -5.383  -2.964  2.698  0.472
H  -0.104  -2.108  1.744  0.492
H  1.032  -2.129  0.370  0.309
H  0.572  0.213  1.115  0.613
H  -1.158  -0.041  0.853  -0.134
H  2.001  1.222  0.322  0.636
H  0.862  3.531  -1.343  0.390
H  1.804  3.713  0.151  0.549
H  0.820  3.070  2.321  0.428
H  -1.211  2.679  3.643  0.321
H  -3.457  2.268  3.564  0.281
H  -3.487  2.321  0.054  0.435
H  -1.446  2.728  -1.278  0.379
H  2.542  2.807  -3.148  0.468
H  6.137  3.552  -3.451  0.262
H  4.975  2.904  -4.627  0.298
H  5.994  0.617  -4.291  0.282
H  7.157  1.802  -4.934  0.334
H  6.944  1.223  -2.198  0.433
H  -0.832  -0.440  -2.751  0.534
H  -2.009  -0.423  -1.409  0.322
H  -1.613  -2.766  -2.049  0.495
H  0.151  -2.547  -1.878  0.357

Forces on the atoms, in the same order (eV/Å):
0.06 0.01 -0.47
-0.55 -0.19 0.29
0.15 0.25 -0.15
0.28 -0.09 -0.13
0.11 0.07 0.09
0.32 -0.05 -0.12
-0.42 -0.08 -0.08
0.13 -0.08 0.08
0.02 0.32 0.32
0.23 -0.27 0.38
-0.14 -0.21 -0.12
0.17 -0.12 0.37
0.07 0.28 -0.33
-0.34 0.07 0.11
0.06 -0.20 0.09
0.04 0.19 -0.01
-0.08 0.02 -0.17
-0.17 -0.05 0.08
0.33 0.02 -0.09
-0.20 -0.01 0.09
-0.22 -0.06 0.24
0.04 0.06 0.19
0.41 0.20 -0.62
0.61 -0.02 -0.02
-0.83 0.37 -0.22
0.29 -0.24 0.04
-0.28 0.11 -0.37
0.21 -0.01 0.43
0.42 0.01 -0.15
-0.28 -0.50 1.07
0.02 -0.23 -0.40
-0.30 0.10 -0.21
0.00 0.13 0.05
-0.10 -0.04 0.07
0.09 -0.08 0.06
-0.07 -0.04 0.11
-0.04 -0.06 0.00
0.07 -0.08 0.06
-0.06 0.01 0.00
0.00 0.11 0.06
-0.09 -0.03 0.11
0.10 0.04 -0.11
-0.02 0.04 0.07
-0.06 0.01 -0.04
0.07 0.04 0.04
-0.04 0.11 -0.16
0.07 0.02 0.00
0.01 -0.03 -0.08
0.13 0.02 0.06
0.00 -0.01 0.10
0.02 0.00 -0.13
-0.13 -0.02 -0.08
0.00 -0.01 -0.16
-0.18 0.05 -0.14
-0.01 0.01 -0.10
0.02 0.04 -0.02
0.04 0.13 -0.06
-0.11 -0.04 0.02
0.11 -0.04 -0.08
-0.09 -0.03 0.15
-0.01 -0.01 -0.01
0.15 0.06 0.00
-0.04 0.03 -0.02